[1]
# C6H16NS

A 2-piece molecular cluster, C6H16NS overall (ωB97M-V/def2-TZVPD, the OMol25 dataset).

The geometry in XYZ format:
```
24
Properties=species:S:1:pos:R:3
C 1.2297 -1.5279 0.1656
C 3.3998 0.1943 0.0443
C -1.9604 -0.0954 1.2185
C -2.1931 -1.3490 -1.0117
C -0.8529 2.0282 -0.3688
C -1.7363 -0.3455 -0.2830
N -0.8497 0.6954 -0.9022
S 1.5488 0.1604 -0.3770
H 1.4910 -1.6408 1.2439
H 1.8938 -2.0779 -0.5410
H 3.6032 -0.0576 1.0131
H 4.0124 -0.3169 -0.6523
H -2.4141 0.8385 1.5438
H -2.5713 -0.8788 1.5058
H -1.0822 -0.1208 1.7040
H -1.9220 -1.2805 -2.0370
H 0.1317 -1.9006 0.2161
H -2.5893 -2.1715 -0.4977
H -0.7328 2.7318 -1.1668
H -1.8949 2.1715 -0.0176
H -0.2230 2.2007 0.6614
H -0.9135 0.4066 -1.8737
H 3.5772 1.1654 -0.3327
H 1.0478 1.1702 0.7449
```

Properties
* molar mass: 134.27 g mol⁻¹
* largest force on an atom: 3.872 eV Å⁻¹
* HOMO: -12.247 eV
* relative energy (zero: lowest compared OMol25 entry of this formula, charge and spin): 98.2 kcal per mole
* net charge: +1

Here are the Mulliken charges for atoms 1 to 6, given in e: C -0.710; C -1.110; C -1.299; C -0.943; C -0.963; C 0.373

---

[2]
# C16H18F5N6O7P2S2V

C16H18F5N6O7P2S2V as an isolated structure (ωB97M-V/def2-TZVPD, the OMol25 dataset).

The geometry in XYZ format:
```
57
Properties=species:S:1:pos:R:3
V -0.5388 0.6369 0.2698
F -2.0269 -2.7571 6.7467
C -1.4131 -2.2238 5.6795
C -2.1459 -1.7570 4.6054
F -3.4807 -1.8281 4.6307
C -1.4966 -1.2031 3.5172
F -2.2751 -0.7699 2.5180
C -0.1134 -1.0723 3.4341
S 0.7462 -0.3193 2.1055
C 0.5857 -1.5571 4.5398
F 1.9248 -1.4811 4.5788
C -0.0356 -2.1201 5.6392
F 0.6939 -2.5577 6.6778
N 1.9828 2.3967 -2.7516
C 0.9537 3.3177 -2.1229
C 1.1241 4.7394 -2.6109
P 1.3423 3.1207 -0.3091
O 2.9635 3.3959 -0.4568
O 0.7367 4.1511 0.5397
O 1.2417 1.6290 -0.1301
P -0.6301 2.5123 -2.6657
O -0.3357 2.5123 -4.2868
O -1.8161 3.3558 -2.4057
O -0.4410 1.0793 -2.2352
H 2.9207 2.6704 -2.4479
H 1.8812 2.3937 -3.7681
H 1.7675 1.4564 -2.3889
H 2.1037 5.1369 -2.3376
H 0.3608 5.3475 -2.1286
H 0.9972 4.8107 -3.6942
H 3.2013 4.0922 0.1668
H -0.9338 3.1422 -4.7058
S -2.1010 2.3348 1.0638
C -3.5399 1.6855 0.3524
N -3.8787 2.0486 -0.8770
C -5.0382 1.5230 -1.5742
C -5.3919 0.1471 -1.0337
C -5.4940 0.1985 0.4826
N -4.3239 0.8676 1.0424
H -3.2060 2.6382 -1.3686
H -4.7956 1.4739 -2.6357
H -5.8827 2.2109 -1.4562
H -4.6244 -0.5711 -1.3233
H -6.3402 -0.1872 -1.4547
H -5.5274 -0.8056 0.9018
H -6.3983 0.7350 0.7873
H -3.9189 0.5032 1.8910
N -1.7519 -1.4408 -2.4401
C -2.2844 -1.6215 -1.2090
O -2.0440 -0.7831 -0.2987
C -3.1485 -2.7311 -1.0021
C -3.8015 -2.9087 0.2346
N -4.3380 -3.0577 1.2476
C -3.4320 -3.5958 -2.0817
N -3.6027 -4.2630 -3.0119
H -1.1895 -0.6133 -2.5895
H -1.8831 -2.1244 -3.1633
```

Properties
* molar mass: 678.37 g mol⁻¹
* largest force on an atom: 1.109 eV Å⁻¹
* HOMO (alpha / beta): -4.281 / -4.868 eV
* relative energy (zero: lowest compared OMol25 entry of this formula, charge and spin): 28.9 kcal per mole
* net charge: -1
* 2S+1: 4

Here are the Mulliken charges for atoms 1 to 6, given in e: V 0.506; F -0.323; C 0.566; C -0.274; F -0.305; C 0.023

---

The records above yield E values of -18796.4034; -119691.6493 eV, respectively.